2 unconnected molecules or ions with the total composition C9H13NO2 in a non-equilibrium geometry. Source: OMol25; level of theory: ωB97M-V/def2-TZVPD.

The HOMO-LUMO gap comes out at 9.063 eV. The net charge is 0. The HOMO energy is -8.41 eV. For the lowest unoccupied orbital energy, the calculation gives 0.658 eV. Its energy above the lowest of the compared OMol25 structures with the same formula, charge and spin is 1.067 eV. As for the spin multiplicity: 1.

Last columns: bonded neighbours and bond lengths (Å).
Positions of all 25 atoms, in Å:
1 C -4.10 1.53 0.29  C2 1.485, H9 1.089, H10 1.099, H11 1.122
2 C -2.62 1.48 0.18  C1 1.485, C3 1.426, C8 1.394
3 C -1.77 2.62 0.14  C2 1.426, C4 1.372, H12 1.103
4 C -0.40 2.57 0.15  C3 1.372, C5 1.413, H13 1.079
5 C 0.18 1.28 0.23  C4 1.413, O6 1.382, C7 1.352
6 O 1.54 1.27 0.49  C5 1.382, H14 0.946
7 C -0.54 0.21 -0.17  C5 1.352, C8 1.406, H15 1.083
8 C -1.93 0.34 -0.22  C2 1.394, C7 1.406, H16 1.085
9 H -4.65 2.47 0.19  C1 1.089
10 H -4.34 1.03 1.23  C1 1.099
11 H -4.62 0.94 -0.52  C1 1.122
12 H -2.15 3.65 0.02  C3 1.103
13 H 0.17 3.47 -0.02  C4 1.079
14 H 1.89 1.88 1.12  O6 0.946
15 H -0.06 -0.75 -0.32  C7 1.083
16 H -2.51 -0.57 -0.35  C8 1.085
17 C 3.14 -3.58 -0.71  C18 1.523, H21 1.103, H22 1.104, H23 1.093
18 C 2.35 -2.44 -0.09  C17 1.523, N19 1.357, O20 1.220
19 N 2.93 -1.35 0.47  C18 1.357, H24 1.026, H25 1.007
20 O 1.14 -2.52 -0.24  C18 1.220
21 H 4.17 -3.79 -0.40  C17 1.103
22 H 3.21 -3.49 -1.81  C17 1.104
23 H 2.64 -4.54 -0.56  C17 1.093
24 H 2.42 -0.46 0.50  N19 1.026
25 H 3.92 -1.21 0.38  N19 1.007